This record from OMol25 describes C3H5N3S in the gas phase at a distorted geometry. The level of theory is ωB97M-V/def2-TZVPD.

Total charge ... 0
SMILES ... Nn1nccc1S
HOMO energy ... -8.6 eV
Electronic energy ... -18495.931 eV
Energy relative to the best compared isomer or geometry (same formula, charge and spin) ... 45.4 kcal/mol
Kohn-Sham gap ... 0.343 Ha

Each line ends with the natural charge from an NBO analysis.
Cartesian coordinates (Å):
C -1.529 -0.402 -0.840  -0.056
C -0.359 0.045 -1.437  -0.360
C 0.529 0.246 -0.398  0.003
H -0.118 -1.141 2.369  0.394
H 0.661 0.395 2.480  0.373
H -2.486 -0.631 -1.310  0.216
H -0.147 0.264 -2.489  0.232
H 2.184 1.565 -1.317  0.135
N 0.494 -0.425 1.955  -0.644
N -0.079 -0.193 0.712  -0.032
N -1.346 -0.560 0.486  -0.298
S 2.197 0.836 -0.210  0.036

=====

This record from OMol25 describes a molecular structure, C64H141N7O3 at a distorted geometry. The level of theory is ωB97M-V/def2-TZVPD.

Total charge ... +6
HOMO energy ... -11.7 eV
Electronic energy ... -85099.368 eV
Energy relative to the best compared isomer or geometry (same formula, charge and spin) ... 678.7 kcal/mol
Kohn-Sham gap ... 0.037 Ha

Each line ends with the Mulliken charge.
Cartesian coordinates (Å):
C -8.368 -3.342 -3.909  -1.435
C -7.222 -2.985 -4.894  0.078
C -6.046 -3.520 -4.199  -1.206
N -4.657 -3.181 -4.756  0.298
C -3.603 -4.019 -4.123  -0.666
C -2.204 -3.616 -4.413  -0.744
C -1.999 -2.104 -4.091  -0.616
C -3.016 -1.264 -4.905  -0.770
C -4.436 -1.675 -4.544  -0.457
C -4.747 -3.561 -6.243  -1.054
H -9.326 -3.067 -4.304  0.425
H -8.223 -2.751 -2.976  0.337
H -8.471 -4.391 -3.662  0.369
H -7.195 -1.910 -4.890  0.246
H -7.413 -3.428 -5.878  0.373
H -6.105 -4.585 -4.077  0.596
H -5.963 -3.169 -3.182  0.440
H -3.760 -4.173 -3.062  0.496
H -3.720 -5.028 -4.567  0.315
H -1.511 -4.185 -3.817  0.439
H -2.013 -3.774 -5.496  0.263
H -2.090 -2.038 -2.960  0.198
H -0.978 -1.890 -4.303  0.400
H -2.932 -0.179 -4.777  0.437
H -2.830 -1.417 -5.978  0.326
H -4.654 -1.566 -3.458  0.331
H -5.169 -1.106 -5.194  0.381
H -5.234 -4.547 -6.207  0.383
H -3.758 -3.590 -6.664  0.434
H -5.317 -2.796 -6.750  0.371
C -2.489 -4.175 6.748  -1.518
C -1.937 -5.485 7.185  -0.362
C -1.197 -6.198 5.996  -0.809
N -1.392 -7.723 5.874  -0.082
C -2.892 -8.106 5.789  -0.727
C -3.531 -7.579 4.518  -0.733
C -2.871 -8.300 3.310  -0.757
C -1.349 -8.009 3.247  -0.360
C -0.719 -8.233 4.619  -0.799
C -0.777 -8.370 7.074  -0.901
H -2.893 -3.646 7.635  0.416
H -3.265 -4.269 6.036  0.377
H -1.650 -3.509 6.472  0.346
H -2.757 -6.128 7.545  0.294
H -1.231 -5.344 7.968  0.481
H -0.172 -5.957 6.146  0.568
H -1.513 -5.732 5.030  0.372
H -3.315 -8.046 6.785  0.703
H -2.861 -9.154 5.546  0.506
H -3.409 -6.469 4.362  0.230
H -4.592 -7.816 4.574  0.382
H -3.437 -7.972 2.397  0.388
H -3.087 -9.398 3.491  0.332
H -1.182 -6.945 2.922  0.171
H -0.976 -8.680 2.481  0.397
H 0.323 -7.972 4.720  0.454
H -0.683 -9.312 4.778  0.478
H 0.334 -8.145 6.998  0.362
H -0.853 -9.455 6.989  0.400
H -1.247 -7.906 7.935  0.402
C 1.366 9.371 -11.007  -1.129
C 2.197 10.196 -10.232  0.705
C 1.754 11.158 -9.165  -0.937
N 2.627 12.278 -9.315  0.390
C 2.988 13.100 -7.940  -0.697
C 3.719 14.190 -8.573  0.217
C 4.171 15.174 -7.673  -0.915
C 3.574 10.326 -10.549  -0.727
C 3.863 11.849 -9.945  -0.495
C 1.778 13.280 -10.451  -0.891
H 0.240 9.642 -11.096  0.206
H 4.841 2.210 -14.124  -0.018
H 1.885 8.607 -11.563  0.315
H -12.295 7.755 2.439  -0.003
H 0.733 3.861 -5.174  -0.275
H 1.928 10.652 -8.150  0.309
H 0.698 11.285 -9.341  0.444
H 3.400 12.507 -7.116  0.391
H 2.111 13.421 -7.439  0.502
H 2.143 2.278 8.794  -0.192
H 4.368 14.381 -9.457  0.244
H 3.597 15.515 -6.795  0.269
H 5.135 15.939 -7.748  0.239
H 3.160 9.952 -9.359  0.294
H 4.835 9.714 -11.006  0.317
H 4.299 12.213 -10.904  0.300
H 4.782 11.766 -9.336  0.433
H 2.431 14.121 -10.640  0.385
H 1.040 13.710 -9.794  0.439
H 1.278 12.761 -11.240  0.392
C 2.514 8.785 10.837  -1.385
C 3.340 8.361 9.697  -0.141
C 4.784 8.862 9.907  -0.675
N 5.892 8.305 8.925  0.017
C 5.195 8.137 7.560  -0.753
C 6.209 7.550 6.574  -0.705
C 6.661 6.148 6.999  -0.542
C 7.189 6.157 8.443  -0.731
C 6.209 6.872 9.453  -0.617
C 6.920 9.310 9.047  -0.908
H 1.507 8.254 10.955  0.350
H 2.426 9.872 10.667  0.347
H 2.976 8.505 11.786  0.345
H 2.925 8.687 8.705  0.307
H 3.348 7.242 9.757  0.304
H 5.183 8.569 10.871  0.353
H 4.886 9.954 9.794  0.534
H 4.286 7.506 7.660  0.417
H 4.861 9.144 7.256  0.482
H 5.818 7.546 5.491  0.338
H 7.075 8.217 6.460  0.322
H 5.837 5.420 6.830  0.301
H 7.489 5.802 6.368  0.344
H 7.389 5.135 8.868  0.392
H 8.184 6.571 8.532  0.393
H 5.262 6.291 9.544  0.371
H 6.650 7.001 10.427  0.414
H 7.869 8.950 8.612  0.394
H 7.069 9.533 10.081  0.381
H 6.598 10.222 8.472  0.340
C 4.978 1.486 1.717  -1.384
C 5.836 0.252 1.486  0.023
C 5.531 -0.405 0.200  -1.162
N 6.307 -1.570 -0.423  0.271
C 6.338 -2.753 0.527  -0.624
C 7.092 -3.934 -0.103  -0.821
C 8.445 -3.537 -0.663  -0.513
C 8.496 -2.234 -1.428  -0.762
C 7.666 -1.096 -0.700  -0.667
C 5.667 -1.928 -1.734  -0.982
H 3.926 1.253 1.603  0.370
H 5.258 2.197 0.915  0.329
H 5.262 1.971 2.659  0.383
H 5.664 -0.389 2.345  0.337
H 6.936 0.528 1.419  0.240
H 5.643 0.338 -0.515  0.403
H 4.506 -0.754 0.110  0.557
H 6.869 -2.446 1.412  0.439
H 5.295 -2.955 0.791  0.536
H 7.198 -4.748 0.651  0.403
H 6.438 -4.367 -0.836  0.349
H 9.064 -3.442 0.209  0.341
H 8.842 -4.312 -1.355  0.298
H 9.482 -1.957 -1.615  0.460
H 7.984 -2.415 -2.400  0.294
H 8.160 -0.829 0.261  0.393
H 7.567 -0.149 -1.255  0.398
H 4.564 -2.115 -1.742  0.255
H 6.002 -2.903 -2.016  0.473
H 5.753 -1.119 -2.487  0.355
C 2.727 -13.350 -9.408  -0.833
C 3.984 -13.028 -8.565  -0.286
C 3.464 -12.297 -7.190  -1.412
N 4.300 -12.205 -5.931  0.435
C 5.501 -11.197 -6.008  -0.619
C 6.419 -11.083 -4.946  -0.870
C 4.793 -10.243 -3.444  -0.921
C 4.112 -11.581 -3.683  -0.407
C 3.240 -11.798 -4.925  -0.558
C 4.705 -13.658 -5.602  -0.862
H 2.582 -14.223 -13.303  0.012
H 2.168 -12.504 -9.917  0.306
H 2.160 -14.242 -9.257  0.373
H 4.648 -12.328 -8.963  0.412
H 4.459 -13.886 -8.081  0.330
H 2.588 -12.862 -6.960  0.644
H 3.135 -11.306 -7.408  0.481
H 5.094 -10.191 -6.040  0.405
H 6.036 -11.358 -6.969  0.391
H 7.085 -10.161 -5.140  0.305
H 6.853 -11.829 -4.245  0.299
H 4.487 -9.614 -4.239  0.274
H 4.791 -9.695 -2.504  0.368
H 3.608 -10.637 -2.840  0.271
H 4.110 -12.200 -2.782  0.506
H 3.089 -10.725 -5.147  0.390
H 2.339 -12.425 -5.020  0.458
H 5.773 -13.780 -5.646  0.283
H 4.173 -14.247 -6.328  0.509
H 4.334 -13.906 -4.615  0.315
C -13.286 2.718 1.934  -1.141
C -13.305 3.538 3.067  -0.081
C -12.310 4.606 2.996  -0.604
N -12.313 5.628 4.013  0.356
C -13.137 4.228 6.446  -0.242
C -12.045 3.942 7.181  -0.586
C -9.493 7.062 5.975  -0.979
C -10.686 6.847 5.245  -0.485
C -11.275 5.674 4.709  0.259
C -13.509 6.858 4.290  -1.133
H -12.454 2.875 1.057  0.248
H -14.387 3.408 1.668  0.299
H -13.794 1.818 1.846  0.473
H -13.293 3.794 7.370  0.349
H -14.023 3.262 3.882  0.425
H -12.132 5.096 1.925  0.294
H -11.283 4.079 3.145  0.343
H -13.596 3.592 5.716  0.183
H -13.626 5.167 6.608  0.338
H -11.764 2.864 7.071  0.282
H -11.618 4.536 8.058  0.294
H -3.075 4.867 12.144  -0.043
H -9.533 8.035 6.372  0.306
H -11.137 7.800 5.052  0.349
H -8.706 6.370 5.825  0.324
H -10.647 4.647 4.935  0.376
H -6.328 11.780 4.720  -0.122
H -13.684 7.198 3.323  0.429
H -13.017 7.554 4.906  0.256
H -14.418 6.520 4.789  0.326
O -0.590 -2.728 0.403  -0.196
C 0.270 -3.616 0.638  -0.234
O 1.410 -3.276 1.413  -0.508
O 0.282 -4.518 1.623  0.003
H -1.639 -2.564 0.161  0.344

=====

> Among the records above, which one has the highest total charge?

C64H141N7O3